Entry 1:
{"formula": "C30H79BO20P5Tl", "method": "ωB97M-V with the def2-TZVPD basis set", "symbols": ["Tl", "B", "H", "H", "H", "H", "C", "C", "O", "P", "O", "O", "C", "C", "O", "C", "C", "H", "H", "H", "H", "H", "H", "H", "H", "H", "H", "H", "H", "H", "H", "H", "C", "C", "O", "P", "O", "O", "C", "C", "O", "C", "C", "H", "H", "H", "H", "H", "H", "H", "H", "H", "H", "H", "H", "H", "H", "H", "C", "C", "O", "P", "O", "O", "C", "C", "O", "C", "C", "H", "H", "H", "H", "H", "H", "H", "H", "H", "H", "H", "H", "H", "H", "H", "C", "C", "O", "P", "O", "O", "C", "C", "O", "C", "C", "H", "H", "H", "H", "H", "H", "H", "H", "H", "H", "H", "H", "H", "H", "H", "C", "C", "O", "P", "O", "O", "C", "C", "O", "C", "C", "H", "H", "H", "H", "H", "H", "H", "H", "H", "H", "H", "H", "H", "H", "H"], "xyz": [[24.55, 10.53, -4.70], [22.20, 12.04, -0.61], [23.27, 12.07, -0.49], [21.75, 12.22, 0.36], [21.90, 12.89, -1.19], [21.81, 11.15, -1.08], [32.29, 17.00, -1.03], [31.34, 16.60, 0.08], [30.22, 15.96, -0.62], [29.31, 14.72, -0.06], [28.38, 13.91, -0.97], [30.52, 13.79, 0.55], [30.27, 12.58, 1.27], [31.66, 12.03, 1.63], [28.64, 15.37, 1.31], [28.32, 16.68, 1.61], [29.11, 17.12, 2.92], [32.44, 16.13, -1.66], [31.81, 17.78, -1.62], [33.26, 17.31, -0.66], [31.66, 15.87, 0.83], [30.95, 17.49, 0.58], [29.68, 12.89, 2.13], [29.75, 11.82, 0.68], [32.23, 11.89, 0.71], [32.29, 12.74, 2.16], [31.45, 11.18, 2.28], [28.69, 17.34, 0.82], [27.24, 16.82, 1.69], [29.02, 16.42, 3.75], [30.18, 17.08, 2.73], [28.71, 18.11, 3.11], [24.32, 7.33, 2.76], [22.92, 6.66, 2.59], [22.79, 5.40, 1.98], [23.65, 4.93, 0.67], [23.86, 5.88, -0.43], [22.83, 3.61, 0.15], [21.98, 2.83, 0.99], [21.99, 1.43, 0.57], [25.06, 4.42, 1.33], [25.14, 3.34, 2.32], [26.55, 3.03, 2.88], [24.27, 8.42, 2.82], [24.68, 6.91, 3.70], [25.06, 7.15, 1.99], [22.43, 6.52, 3.56], [22.16, 7.27, 2.11], [22.24, 2.76, 2.05], [21.06, 3.39, 0.87], [21.42, 0.72, 1.18], [21.76, 1.29, -0.49], [22.92, 0.88, 0.70], [24.42, 3.58, 3.10], [24.79, 2.41, 1.87], [26.87, 3.69, 3.68], [26.59, 2.04, 3.34], [27.39, 3.12, 2.20], [20.26, 15.42, 7.17], [20.58, 16.47, 6.09], [20.20, 17.76, 6.50], [21.20, 18.73, 7.23], [22.28, 19.30, 6.38], [20.11, 19.85, 7.74], [19.18, 19.57, 8.80], [18.09, 20.71, 8.90], [21.58, 17.89, 8.55], [22.87, 17.28, 8.54], [22.90, 16.51, 9.86], [20.71, 14.51, 6.77], [20.73, 15.53, 8.15], [19.18, 15.40, 7.31], [21.58, 16.32, 5.69], [20.07, 16.19, 5.16], [18.79, 18.57, 8.59], [19.64, 19.44, 9.77], [17.71, 20.77, 9.92], [18.58, 21.68, 8.79], [17.16, 20.50, 8.37], [22.93, 16.57, 7.71], [23.70, 17.98, 8.52], [22.66, 17.05, 10.77], [22.16, 15.71, 9.92], [23.82, 15.92, 9.88], [21.94, 19.18, -1.95], [21.95, 18.02, -3.01], [22.13, 18.49, -4.41], [22.48, 17.46, -5.58], [22.35, 16.07, -5.08], [21.41, 17.90, -6.67], [20.04, 17.56, -6.78], [19.15, 17.82, -5.62], [23.87, 18.09, -6.09], [24.97, 18.32, -5.14], [25.11, 19.79, -4.84], [21.13, 19.91, -1.98], [22.01, 18.84, -0.91], [22.86, 19.77, -1.98], [22.64, 17.21, -2.75], [20.91, 17.71, -2.89], [19.64, 18.06, -7.67], [19.88, 16.50, -6.97], [18.82, 18.83, -5.42], [18.26, 17.27, -5.92], [19.22, 17.35, -4.64], [24.83, 17.67, -4.27], [25.91, 18.05, -5.62], [25.36, 20.32, -5.76], [24.17, 20.24, -4.53], [25.78, 20.02, -4.02], [16.13, 9.84, -8.21], [16.17, 9.69, -6.70], [16.38, 8.38, -6.37], [17.24, 8.04, -4.98], [18.63, 8.54, -4.91], [16.32, 8.57, -3.73], [17.04, 9.19, -2.69], [16.20, 9.37, -1.41], [17.13, 6.41, -4.71], [15.80, 5.68, -4.87], [14.84, 5.93, -3.69], [17.17, 9.70, -8.48], [15.59, 9.02, -8.68], [15.73, 10.79, -8.56], [16.88, 10.39, -6.26], [15.28, 10.05, -6.17], [17.81, 8.45, -2.47], [17.54, 10.04, -3.15], [16.80, 9.95, -0.72], [15.23, 9.84, -1.55], [15.92, 8.39, -1.04], [15.38, 6.06, -5.80], [15.82, 4.62, -5.10], [14.58, 6.98, -3.63], [13.92, 5.35, -3.67], [15.40, 5.56, -2.83]], "mulliken_charge": [0.996, -0.065, -0.036, 0.063, 0.066, -0.030, -1.337, 0.105, -0.318, 0.805, -0.671, -0.164, -0.186, -1.194, -0.280, -0.275, -1.029, 0.336, 0.294, 0.392, 0.372, 0.170, 0.315, 0.266, 0.325, 0.324, 0.371, 0.294, 0.375, 0.343, 0.233, 0.352, -0.890, -0.437, -0.278, 0.852, -0.717, -0.345, 0.046, -1.328, -0.272, 0.197, -1.320, 0.346, 0.288, 0.290, 0.380, 0.324, 0.262, 0.325, 0.421, 0.311, 0.289, 0.320, 0.094, 0.316, 0.369, 0.339, -0.804, -0.456, -0.247, 0.720, -0.676, -0.306, -0.053, -1.176, -0.103, -0.157, -1.305, 0.342, 0.110, 0.326, 0.332, 0.401, 0.289, 0.254, 0.376, 0.325, 0.301, 0.264, 0.410, 0.333, 0.309, 0.390, -1.278, -0.022, -0.207, 0.814, -0.650, -0.276, -0.211, -1.088, -0.381, -0.167, -1.051, 0.330, 0.387, 0.336, 0.365, 0.187, 0.330, 0.282, 0.307, 0.387, 0.274, 0.267, 0.371, 0.328, 0.258, 0.347, -1.251, -0.167, -0.285, 0.826, -0.692, -0.197, -0.225, -1.183, -0.341, -0.335, -0.800, 0.298, 0.315, 0.368, 0.339, 0.340, 0.370, 0.345, 0.346, 0.333, 0.300, 0.231, 0.397, 0.184, 0.418, 0.233], "total_charge": 2, "lumo_ev": -12.03, "molar_mass_g_mol": 1130.01, "multiplicity": 1}

=====

Entry 2:
{"formula": "C30H80N14O14", "method": "ωB97M-V with the def2-TZVPD basis set", "symbols": ["C", "C", "C", "C", "C", "C", "N", "O", "C", "C", "C", "H", "H", "H", "H", "H", "H", "H", "H", "H", "H", "H", "H", "H", "H", "H", "H", "H", "H", "H", "C", "C", "C", "C", "C", "C", "N", "O", "C", "C", "C", "H", "H", "H", "H", "H", "H", "H", "H", "H", "H", "H", "H", "H", "H", "H", "H", "H", "H", "H", "C", "C", "O", "O", "H", "H", "H", "H", "H", "H", "C", "C", "O", "O", "H", "H", "H", "H", "H", "H", "C", "C", "O", "O", "H", "H", "H", "H", "H", "H", "C", "O", "N", "N", "H", "H", "H", "H", "C", "O", "N", "N", "H", "H", "H", "H", "C", "O", "N", "N", "H", "H", "H", "H", "C", "O", "N", "N", "H", "H", "H", "H", "C", "O", "N", "N", "H", "H", "H", "H", "C", "O", "N", "N", "H", "H", "H", "H"], "xyz": [[-25.41, 30.55, -35.03], [-25.40, 30.74, -33.51], [-26.80, 30.41, -33.00], [-27.00, 28.93, -32.68], [-25.92, 28.40, -31.75], [-24.53, 28.59, -32.30], [-24.37, 29.94, -32.84], [-23.08, 30.27, -33.34], [-23.58, 28.41, -31.12], [-24.18, 27.57, -33.40], [-25.15, 32.22, -33.14], [-24.41, 30.59, -35.47], [-26.04, 31.26, -35.55], [-25.67, 29.52, -35.28], [-27.01, 31.03, -32.12], [-27.52, 30.70, -33.77], [-26.86, 28.33, -33.60], [-28.03, 28.74, -32.37], [-26.10, 27.35, -31.52], [-26.01, 28.97, -30.81], [-23.80, 27.47, -30.60], [-22.52, 28.37, -31.37], [-23.85, 29.11, -30.33], [-24.89, 27.61, -34.23], [-23.22, 27.76, -33.87], [-24.10, 26.53, -33.03], [-25.03, 32.28, -32.06], [-25.96, 32.85, -33.50], [-24.24, 32.52, -33.65], [-22.78, 30.88, -32.65], [-17.57, 25.01, -29.78], [-18.49, 26.27, -29.64], [-19.23, 26.28, -28.33], [-18.37, 26.65, -27.10], [-17.78, 28.04, -27.43], [-17.00, 28.08, -28.76], [-17.74, 27.51, -29.88], [-17.18, 27.72, -31.18], [-16.80, 29.57, -29.07], [-15.63, 27.41, -28.50], [-19.55, 26.11, -30.79], [-17.71, 24.40, -30.67], [-17.74, 24.29, -28.96], [-16.49, 25.18, -29.73], [-20.11, 26.94, -28.39], [-19.67, 25.30, -28.10], [-17.62, 25.89, -26.90], [-19.07, 26.84, -26.29], [-17.05, 28.35, -26.67], [-18.64, 28.71, -27.49], [-17.77, 29.91, -29.41], [-16.48, 30.07, -28.15], [-15.99, 29.76, -29.77], [-15.78, 26.40, -28.12], [-15.05, 27.29, -29.42], [-15.02, 27.89, -27.73], [-19.92, 25.09, -30.81], [-19.28, 26.49, -31.76], [-20.42, 26.70, -30.46], [-17.95, 28.14, -31.60], [-17.71, 33.90, -31.11], [-17.39, 32.51, -31.59], [-16.03, 32.37, -31.48], [-17.37, 34.02, -29.73], [-18.75, 34.16, -31.31], [-16.98, 34.54, -31.59], [-17.83, 32.27, -32.56], [-17.91, 31.71, -31.03], [-15.86, 32.55, -30.55], [-17.85, 34.72, -29.28], [-20.43, 28.24, -33.95], [-18.98, 28.54, -33.68], [-18.82, 29.77, -32.90], [-20.98, 29.41, -34.63], [-21.07, 28.06, -33.07], [-20.59, 27.40, -34.65], [-18.56, 28.68, -34.69], [-18.51, 27.68, -33.21], [-18.93, 30.51, -33.53], [-21.95, 29.46, -34.55], [-19.31, 33.73, -36.55], [-19.10, 33.43, -35.10], [-18.95, 31.99, -34.88], [-18.21, 33.15, -37.26], [-19.25, 34.80, -36.75], [-20.24, 33.32, -36.96], [-19.88, 33.81, -34.44], [-18.15, 33.95, -34.89], [-18.83, 31.60, -35.76], [-18.53, 33.03, -38.16], [-20.76, 36.64, -27.43], [-20.26, 37.75, -27.08], [-20.07, 35.80, -28.36], [-21.96, 36.12, -26.88], [-19.26, 36.20, -28.77], [-20.48, 34.95, -28.71], [-22.39, 35.28, -27.21], [-22.35, 36.60, -26.09], [-21.02, 36.84, -31.83], [-22.10, 37.26, -32.26], [-20.56, 35.48, -32.06], [-20.05, 37.74, -31.26], [-20.10, 34.99, -31.33], [-21.05, 34.91, -32.72], [-19.22, 37.40, -30.86], [-20.33, 38.70, -31.28], [-19.47, 31.46, -26.73], [-20.51, 30.97, -27.22], [-19.16, 31.19, -25.37], [-18.54, 32.25, -27.47], [-18.33, 31.54, -24.96], [-19.82, 30.77, -24.75], [-18.78, 32.56, -28.39], [-17.65, 32.37, -27.06], [-25.01, 34.71, -28.24], [-25.43, 33.61, -27.86], [-23.84, 34.82, -29.03], [-25.54, 35.91, -27.79], [-23.56, 35.72, -29.34], [-23.34, 33.96, -29.17], [-25.21, 36.81, -28.06], [-26.11, 35.89, -26.96], [-24.04, 30.25, -27.18], [-25.22, 29.93, -26.92], [-22.92, 29.62, -26.58], [-23.72, 31.31, -28.06], [-23.03, 28.69, -26.24], [-22.04, 29.94, -26.98], [-22.78, 31.54, -28.27], [-24.53, 31.92, -28.24], [-21.20, 31.90, -30.64], [-21.92, 32.90, -30.22], [-20.61, 31.95, -31.92], [-20.97, 30.71, -29.92], [-20.00, 31.23, -32.29], [-20.53, 32.81, -32.42], [-20.98, 30.88, -28.91], [-20.29, 30.08, -30.30]], "mulliken_charge": [-1.749, 1.689, -1.136, -0.833, -1.170, 1.670, 0.400, 0.458, -1.713, -1.475, -2.249, 0.191, 0.500, 0.364, 0.392, 0.411, 0.278, 0.420, 0.511, 0.351, 0.467, -0.156, 0.332, 0.331, 0.041, 0.441, 0.508, 0.469, 0.329, -0.126, -1.815, 1.921, -1.372, -0.879, -0.607, 1.240, 1.320, -0.629, -1.589, -1.939, -2.418, 0.401, 0.356, 0.329, 0.280, 0.384, 0.358, 0.492, 0.608, -0.302, -0.090, 0.456, 0.509, 0.416, 0.341, 0.405, 0.516, 0.767, 0.162, -0.118, 1.071, 1.297, -0.617, -0.606, -0.910, 0.405, -0.578, -0.536, 0.406, 0.199, 0.672, -1.420, 0.038, -0.507, -0.417, 0.478, 0.299, 0.928, -0.125, 0.323, -0.729, 0.303, -0.441, -0.503, 0.342, 0.405, -0.107, 0.130, 0.263, 0.308, 0.389, -0.700, -0.016, -0.198, 0.072, 0.042, 0.109, 0.215, 0.427, -0.638, 0.229, -0.259, -0.229, -0.003, 0.143, 0.230, 0.194, -0.431, -0.422, -0.182, 0.146, 0.238, -0.046, 0.212, 0.633, -0.650, -0.134, -0.450, 0.205, 0.012, 0.165, 0.228, 0.459, -0.721, -0.344, 0.178, 0.236, 0.309, -0.202, 0.140, 0.670, -0.508, 1.031, 1.104, -0.437, -0.310, -0.551, -0.407], "relative_energy_kj_mol": 259.0, "lumo_ev": 0.03, "smiles": "CC1(C)CCCC(C)(C)N1O.CC1(C)CCCC(C)(C)N1O.NC(N)=O.NC(N)=O.NC(N)=O.NC(N)=O.NC(N)=O.NC(N)=O.OCCO.OCCO.OCCO", "molar_mass_g_mol": 861.05, "multiplicity": 1}

=====

Entry 3:
{"formula": "C30H80O10", "method": "ωB97M-V with the def2-TZVPD basis set", "symbols": ["C", "C", "C", "O", "H", "H", "H", "H", "H", "H", "H", "H", "C", "C", "C", "O", "H", "H", "H", "H", "H", "H", "H", "H", "C", "C", "C", "O", "H", "H", "H", "H", "H", "H", "H", "H", "C", "C", "C", "O", "H", "H", "H", "H", "H", "H", "H", "H", "C", "C", "C", "O", "H", "H", "H", "H", "H", "H", "H", "H", "C", "C", "C", "O", "H", "H", "H", "H", "H", "H", "H", "H", "C", "C", "C", "O", "H", "H", "H", "H", "H", "H", "H", "H", "C", "C", "C", "O", "H", "H", "H", "H", "H", "H", "H", "H", "C", "C", "C", "O", "H", "H", "H", "H", "H", "H", "H", "H", "C", "C", "C", "O", "H", "H", "H", "H", "H", "H", "H", "H"], "xyz": [[4.25, -2.80, 2.36], [5.80, -2.65, 2.59], [6.36, -3.96, 3.13], [6.37, -2.15, 1.39], [4.24, -3.49, 1.52], [3.78, -1.87, 2.04], [3.74, -3.30, 3.19], [5.91, -1.86, 3.34], [7.40, -3.79, 3.40], [6.23, -4.81, 2.45], [5.84, -4.27, 4.04], [7.06, -1.58, 1.74], [-4.10, -4.24, 0.61], [-3.11, -3.57, -0.46], [-2.23, -4.48, -1.26], [-3.95, -2.87, -1.37], [-5.00, -3.64, 0.72], [-3.68, -4.38, 1.61], [-4.17, -5.27, 0.25], [-2.52, -2.82, 0.07], [-2.77, -5.09, -1.99], [-1.68, -5.14, -0.59], [-1.54, -3.76, -1.70], [-4.32, -2.03, -1.09], [-5.47, 1.06, -0.13], [-4.44, 0.74, 0.92], [-5.08, -0.05, 2.08], [-3.43, 0.06, 0.28], [-4.97, 1.53, -0.97], [-6.22, 1.77, 0.21], [-5.99, 0.19, -0.54], [-3.89, 1.56, 1.38], [-4.38, -0.35, 2.85], [-5.59, -0.93, 1.66], [-5.91, 0.57, 2.43], [-2.85, -0.31, 0.96], [1.73, -1.17, -0.56], [1.10, 0.15, -0.33], [-0.28, 0.31, -1.04], [0.84, 0.38, 1.00], [2.45, -1.44, 0.22], [2.12, -1.32, -1.56], [1.02, -1.99, -0.38], [1.76, 0.96, -0.67], [-1.03, -0.42, -0.72], [-0.16, 0.16, -2.11], [-0.71, 1.30, -0.90], [1.65, 0.39, 1.49], [0.24, -2.36, 2.78], [-1.24, -2.13, 3.10], [-1.75, -2.37, 4.51], [-1.63, -0.75, 2.65], [0.88, -1.69, 3.35], [0.50, -2.20, 1.73], [0.61, -3.37, 2.91], [-1.87, -2.79, 2.50], [-1.46, -1.57, 5.19], [-1.41, -3.37, 4.78], [-2.83, -2.47, 4.65], [-0.87, -0.32, 2.25], [-2.34, 5.49, -0.38], [-0.94, 5.56, 0.22], [-0.40, 6.93, 0.66], [-0.88, 4.56, 1.24], [-3.09, 5.56, 0.40], [-2.67, 4.62, -0.95], [-2.38, 6.31, -1.09], [-0.26, 5.28, -0.59], [-0.38, 7.60, -0.20], [0.56, 6.73, 1.13], [-1.00, 7.32, 1.48], [-0.85, 3.66, 0.91], [7.24, -2.43, -2.43], [5.89, -1.92, -2.22], [4.93, -3.05, -1.55], [6.00, -0.89, -1.21], [7.73, -2.63, -1.47], [7.91, -1.66, -2.80], [7.24, -3.35, -3.02], [5.39, -1.51, -3.09], [4.60, -3.88, -2.17], [4.05, -2.58, -1.09], [5.51, -3.49, -0.74], [5.54, -1.21, -0.43], [-4.65, -1.58, -4.45], [-4.47, -0.46, -3.47], [-3.04, -0.09, -3.20], [-5.21, 0.74, -3.97], [-3.96, -1.55, -5.29], [-5.60, -1.64, -5.00], [-4.53, -2.58, -4.03], [-4.96, -0.66, -2.52], [-2.45, -0.95, -2.90], [-3.05, 0.63, -2.38], [-2.67, 0.61, -3.94], [-6.13, 0.46, -3.97], [-0.96, 4.46, -5.54], [-1.14, 3.97, -4.09], [0.00, 4.09, -3.19], [-2.15, 4.58, -3.46], [-1.92, 4.42, -6.04], [-0.29, 3.72, -5.98], [-0.66, 5.51, -5.56], [-1.42, 2.91, -4.03], [-0.10, 3.61, -2.22], [0.37, 5.11, -3.03], [0.83, 3.48, -3.54], [-2.92, 4.11, -3.78], [1.89, 2.62, 3.21], [3.25, 2.02, 3.32], [3.33, 1.10, 4.68], [3.47, 1.23, 2.27], [1.25, 1.81, 3.54], [1.65, 2.88, 2.18], [1.71, 3.50, 3.83], [4.13, 2.67, 3.33], [4.23, 0.49, 4.80], [2.51, 0.39, 4.70], [3.32, 1.66, 5.62], [3.57, 1.79, 1.50]], "mulliken_charge": [-0.834, 0.498, -1.489, -0.396, 0.260, -0.239, 0.504, 0.309, 0.359, 0.340, 0.398, 0.288, -1.343, 1.671, -1.576, -0.544, 0.317, 0.316, 0.389, -0.599, 0.370, 0.399, 0.334, 0.112, -1.351, 0.718, -1.431, 0.239, 0.256, 0.492, 0.245, 0.289, 0.276, 0.262, 0.443, -0.173, -0.757, 1.017, -0.875, 0.173, -0.219, 0.522, -0.088, 0.192, -0.416, 0.623, 0.110, -0.319, -1.018, 1.652, -1.617, -0.528, 0.130, 0.079, 0.542, -0.550, 0.348, 0.383, 0.395, 0.047, -1.138, 1.189, -1.465, -0.539, 0.334, 0.180, 0.360, -0.247, 0.367, 0.354, 0.343, 0.240, -1.324, 0.640, -0.953, -0.547, 0.237, 0.364, 0.346, 0.290, 0.486, -0.033, 0.271, 0.226, -1.527, 1.261, -0.814, -0.568, 0.342, 0.415, 0.230, -0.394, 0.168, -0.057, 0.564, 0.367, -1.379, 1.287, -1.052, -0.486, 0.368, 0.364, 0.311, -0.433, -0.070, 0.347, 0.474, 0.343, -0.780, 0.174, -1.181, -0.461, 0.111, 0.148, 0.443, 0.429, 0.310, 0.181, 0.377, 0.276], "relative_energy_kj_mol": 406.8, "lumo_ev": 0.43, "smiles": "CC(C)O.CC(C)O.CC(C)O.CC(C)O.CC(C)O.CC(C)O.CC(C)O.CC(C)O.CC(C)O.CC(C)O", "molar_mass_g_mol": 600.96, "multiplicity": 1}

=====

Kohn-Sham gap values (in eV) by entry order: 1.262; 8.067; 10.141.